# 1
# C13H34N4O6PS

A 5-piece molecular cluster, C13H34N4O6PS overall (wB97M-V/def2-TZVPD, the Open Molecules 2025 dataset).

Cartesian coordinates (Å):
S1 3.49998 1.14496 0.93490
P1 5.20773 2.13803 1.79230
O1 2.34263 1.36688 2.09459
O2 5.31681 3.59160 0.94547
O3 -0.77436 1.49709 -1.58490
O4 1.50938 -4.07659 -2.84008
O5 1.63794 -3.38624 0.77055
O6 -3.21678 4.68971 1.98370
N1 0.06347 -1.77287 0.43806
N2 2.43680 -6.15617 -2.76097
N3 -2.28840 3.17093 -1.86736
N4 -4.73852 3.20020 2.78854
C1 -3.79446 2.63910 3.73770
C2 -1.61452 2.07270 -2.25680
C3 3.09243 -7.17963 -1.97110
C4 -2.01338 3.73148 -0.55376
C5 -0.95160 -1.18399 -0.42155
C6 -4.33069 4.20461 1.98304
C7 0.33276 -1.16019 1.71896
C8 2.06200 -4.97329 -2.22868
C9 -3.27642 3.80862 -2.71626
C10 0.77085 -2.86724 0.08480
C11 2.17297 -6.40663 -4.16738
C12 -6.08732 2.66847 2.73408
C13 6.75740 1.19003 1.38640
H1 -0.95808 4.00554 -0.49212
H2 2.48745 -8.08863 -1.97832
H3 0.49701 -3.26016 -0.90396
H4 5.95064 4.12771 1.42945
H5 -3.44765 3.42171 4.41426
H6 1.76900 2.07601 1.76264
H7 -2.97409 4.83834 -2.91549
H8 -2.22254 2.98304 0.21013
H9 -1.04210 -1.74439 -1.35068
H10 -1.89332 1.72554 -3.26298
H11 -2.93164 2.23878 3.20149
H12 -4.26696 1.84520 4.31110
H13 4.07350 -7.39732 -2.39884
H14 -6.67445 3.18756 1.97869
H15 6.77239 0.74963 0.37821
H16 -5.12086 4.55920 1.30210
H17 7.00308 0.45659 2.16927
H18 2.30712 -4.88208 -1.15838
H19 3.21985 -6.84710 -0.94233
H20 0.15391 -1.88184 2.51802
H21 1.10027 -6.33992 -4.35543
H22 1.38135 -0.86203 1.74991
H23 -3.37116 3.27775 -3.66190
H24 -2.62628 4.60857 -0.37813
H25 3.66844 -0.21719 0.86498
H26 2.67686 -5.65235 -4.77380
H27 2.53031 -7.39535 -4.44541
H28 -4.24412 3.80934 -2.21064
H29 7.57223 1.93651 1.41034
H30 -0.30332 -0.28902 1.86289
H31 -6.05029 1.60549 2.48683
H32 -1.91472 -1.19427 0.09788
H33 -0.67043 -0.14743 -0.65000
H34 -6.56810 2.79500 3.70596

Its charge is +1. For the largest force on an atom, the calculation gives 2.765 eV/Å. The LUMO energy is -4.41 eV. Its orbital gap is 6.3580 eV. The calculation puts the energy at -52393.677 eV.

Atomic partial charges in e from the Mulliken method, atoms 1 to 4: atom 1 (S): 0.250, atom 2 (P): 0.391, atom 3 (O): -0.321, atom 4 (O): -0.468

=====

# 2
# C33H38N3

C33H38N3 as an isolated structure (wB97M-V/def2-TZVPD, the Open Molecules 2025 dataset).

Cartesian coordinates (Å):
N1 -4.92023 1.87190 -0.27964
N2 3.28641 0.64766 5.28606
N3 0.56344 0.35486 -3.16127
C1 1.20531 -0.11125 -0.82611
C2 -5.81107 0.78537 -0.59674
C3 0.72321 -0.04700 2.06874
C4 4.17938 -0.49239 5.34696
C5 0.48648 1.09566 2.89637
C6 0.11057 -0.29663 0.75112
C7 1.32041 1.40697 3.96654
C8 -5.43155 3.20633 -0.22750
C9 2.32753 0.50569 4.33897
C10 -0.65962 1.42741 -4.86781
C11 0.42815 -4.67413 -2.73077
C12 2.18831 -2.33922 -0.36336
C13 0.99127 -1.94014 -2.55851
C14 -2.29524 -0.50175 0.04200
C15 -0.73581 0.31981 -3.81221
C16 -4.90037 -0.47798 -0.51580
C17 3.52165 1.81221 6.09390
C18 1.44526 -2.82406 -1.56206
C19 0.92300 -0.53089 -2.19407
C20 -3.64694 1.47099 -0.04735
C21 0.20395 -3.84366 -3.84332
C22 1.29997 1.57988 -3.39730
C23 3.61450 -1.47976 4.29762
C24 0.52990 -2.49082 -3.78171
C25 0.67468 2.16675 -4.67258
C26 1.06372 -4.16366 -1.59581
C27 -3.54529 0.06534 -0.16973
C28 2.42448 -0.81435 -0.30299
C29 -1.33224 1.70947 0.52294
C30 2.47541 -0.73750 3.67167
C31 -2.57558 2.29571 0.31115
C32 -1.19709 0.31307 0.45685
C33 1.66553 -1.01024 2.56710
H1 3.26628 -0.56664 -0.98375
H2 3.27423 -2.40829 4.77817
H3 3.17161 -2.84736 -0.28840
H4 0.14338 -5.72807 -2.74239
H5 4.21485 -0.89380 6.37193
H6 -0.49372 2.34484 0.80146
H7 -5.30191 3.73553 -1.18316
H8 -0.37283 1.73726 2.72059
H9 2.38918 1.39730 -3.46363
H10 4.39434 -1.73261 3.57283
H11 -0.78339 0.99384 -5.86300
H12 1.19182 0.99162 -0.71749
H13 0.40162 -1.88559 -4.68112
H14 2.68622 -0.52660 0.72134
H15 4.58698 2.08898 6.03324
H16 1.19449 2.32821 4.53935
H17 -4.93217 -0.98377 -1.49610
H18 -1.51561 0.50154 -3.04770
H19 -0.93210 -0.67427 -4.21817
H20 -5.30847 -1.17113 0.23618
H21 1.77897 -2.00006 2.07710
H22 5.19594 -0.17955 5.07747
H23 1.16318 2.27620 -2.54826
H24 0.49761 3.23105 -4.51567
H25 2.92049 2.65487 5.74478
H26 -2.75420 3.37056 0.43428
H27 0.09679 -1.37255 0.52780
H28 -6.50575 3.12340 -0.00627
H29 1.24552 -4.76951 -0.69419
H30 -6.23432 0.91136 -1.61150
H31 -6.65651 0.79610 0.11493
H32 -0.24787 -4.26698 -4.73289
H33 -1.49594 2.10569 -4.67676
H34 3.25955 1.61159 7.14551
H35 -4.92791 3.78850 0.54571
H36 1.59633 -2.70735 0.48873
H37 -2.15792 -1.59023 -0.04733
H38 1.34977 2.05625 -5.52497

Its charge is +1. For the energy above the lowest of the compared OMol25 structures with the same formula, charge and spin, the calculation gives 72.7 kcal/mol. For the largest force on an atom, the calculation gives 2.567 eV/Å. The LUMO energy is -4.28 eV. Its orbital gap is 5.0719 eV. The calculation puts the energy at -39299.893 eV.

Atomic partial charges in e from the Mulliken method, atoms 1 to 4: atom 1 (N): 0.086, atom 2 (N): 0.047, atom 3 (N): 0.332, atom 4 (C): 0.417

=====

# 3
# C3H3NO2

An isolated molecule of C3H3NO2 (wB97M-V/def2-TZVPD, the Open Molecules 2025 dataset).

Cartesian coordinates (Å):
O1 -0.07795 -0.57459 -0.18458
O2 0.63640 1.51470 -0.73508
N1 3.11181 -0.61427 0.41971
C1 -1.41450 -0.18832 0.15056
C2 2.13507 -0.17305 -0.01136
C3 0.82118 0.38151 -0.38880
H1 -1.39535 0.71580 0.76331
H2 -2.02501 -0.02818 -0.73836
H3 -1.79165 -1.03359 0.72461

The SMILES is COC(=O)C#N. Its charge is 0. For the energy above the lowest of the compared OMol25 structures with the same formula, charge and spin, the calculation gives 34.3 kcal/mol. For the largest force on an atom, the calculation gives 1.141 eV/Å. The LUMO energy is 0.08 eV. Its orbital gap is 11.9320 eV. The calculation puts the energy at -8743.643 eV.

Atomic partial charges in e from the Mulliken method, atoms 1 to 4: atom 1 (O): -0.285, atom 2 (O): -0.461, atom 3 (N): -0.314, atom 4 (C): -0.593

=====

- energy of number 2 (C33H38N3)?
  -39299.893 eV